(1)
Formula: C4H9O2
Source: the Open Molecules 2025 dataset
Level of theory: the ωB97M-V functional and the def2-TZVPD basis

Element x y z (Å)
C (1.7855, 1.5431, 0.6118)
C (1.4483, 0.5651, 1.7590)
H (2.6933, 1.1629, 0.0340)
H (0.9615, 1.6770, -0.1850)
H (2.1965, 2.5399, 0.9427)
H (0.4774, 0.0917, 1.5135)
H (1.9701, -0.4216, 1.7466)
H (1.1166, 1.2213, 2.6766)
C (-2.2234, -1.7256, -1.1300)
C (-1.2512, -0.5125, -1.5313)
O (-1.3185, 0.5024, -0.7172)
O (-0.4493, -0.5836, -2.4831)
H (-3.1289, -1.3020, -0.5929)
H (-1.8848, -2.6349, -0.5471)
H (-2.3933, -2.1232, -2.0976)

- relative energy (zero: lowest compared OMol25 entry of this formula, charge and spin) (eV) = 1.406
- charge = -1
- spin multiplicity = 1
- E_HOMO (eV) = -3.74

Löwdin population analysis, charges in e, atoms 1 to 2: number 1, C, carries -0.21; number 2, C, carries -0.20


(2)
Formula: C43H61BrEuF4GeN3Si4Te
Source: the Open Molecules 2025 dataset
Level of theory: the ωB97M-V functional and the def2-TZVPD basis

Element x y z (Å)
Eu (0.9040, -1.3566, -0.3277)
C (0.7342, -0.3412, -4.8343)
C (0.5197, -0.8705, -3.4310)
N (1.4506, -1.8197, -2.8206)
C (1.1987, -3.2192, -3.2119)
C (1.7766, -3.7223, -4.5402)
C (2.8502, -1.4070, -2.7154)
C (3.6681, -2.3744, -1.9123)
N (3.0149, -2.5743, -0.6323)
C (3.4463, -3.5281, 0.2690)
C (2.9067, -3.4785, 1.5919)
F (2.0860, -2.4723, 1.9383)
C (3.1447, -4.5014, 2.4588)
F (2.4756, -4.5658, 3.6003)
C (4.1490, -5.4032, 2.2221)
C (4.7327, -5.4755, 0.9818)
F (5.6963, -6.3637, 0.7638)
C (4.3993, -4.5129, 0.0290)
F (4.9633, -4.6001, -1.2000)
H (0.0100, 0.5042, -4.9101)
H (0.3671, -1.0428, -5.6010)
H (1.6965, 0.0300, -5.0479)
H (-0.4181, -1.3858, -3.5746)
H (0.2671, -0.0683, -2.7256)
H (0.0980, -3.3885, -3.2135)
H (1.6193, -3.7926, -2.4489)
H (1.2608, -3.1484, -5.4096)
H (1.4174, -4.7352, -4.6236)
H (2.8724, -3.6479, -4.5595)
H (2.8316, -0.3728, -2.2279)
H (3.4002, -1.3289, -3.6536)
H (4.6866, -2.0697, -1.8714)
H (3.6381, -3.3095, -2.4898)
H (4.3487, -6.1440, 2.9629)
C (-0.4558, 5.4924, 2.8666)
Si (-0.3969, 5.6049, 0.9758)
C (-2.1472, 5.9572, 0.3436)
C (0.7224, 7.0464, 0.4792)
Si (0.4374, 3.5974, -0.1580)
Te (-0.8487, 1.3546, 0.7083)
Si (2.3766, 2.9008, 1.0010)
C (1.9265, 2.8302, 2.8148)
C (2.6959, 1.1067, 0.4536)
C (4.0864, 3.8004, 1.1520)
Si (0.6979, 3.7670, -2.5896)
C (-0.9015, 3.4184, -3.5133)
C (1.2138, 5.4909, -3.1027)
C (1.9409, 2.3583, -3.0349)
H (-0.8846, 6.4421, 3.2594)
H (0.4382, 5.2333, 3.4168)
H (-1.2746, 4.6905, 3.0239)
H (-2.7345, 6.6862, 0.8921)
H (-2.7230, 4.9731, 0.3918)
H (-2.0339, 6.2137, -0.7220)
H (0.3786, 8.0524, 0.7807)
H (0.8882, 7.1043, -0.6148)
H (1.6889, 6.9876, 1.0249)
H (1.0024, 2.2144, 3.0773)
H (1.6602, 3.8338, 3.1662)
H (2.7463, 2.4651, 3.4185)
H (2.5783, 0.4211, 1.3020)
H (3.7144, 0.9650, 0.1667)
H (2.0180, 0.8120, -0.3339)
H (4.0873, 4.8688, 1.3468)
H (4.6833, 3.7917, 0.2241)
H (4.6390, 3.1640, 1.9345)
H (-1.6558, 4.0620, -3.0547)
H (-1.2531, 2.3417, -3.3268)
H (-0.8119, 3.6950, -4.5504)
H (0.4703, 6.1865, -2.6918)
H (1.1838, 5.5608, -4.2025)
H (2.1742, 5.9169, -2.7894)
H (1.6109, 1.4377, -2.5506)
H (2.9695, 2.5617, -2.7594)
H (1.9673, 2.2081, -4.1244)
C (-5.0816, 1.9793, 0.4796)
Ge (-3.4741, 0.7884, 0.6956)
C (-3.6082, -0.4283, -0.7822)
C (-2.7657, -1.5164, -0.7884)
C (-2.3221, -1.9976, -2.0006)
C (-2.7234, -1.3797, -3.1581)
C (-3.4988, -0.2301, -3.1843)
C (-3.8887, 0.2680, -1.9413)
C (-3.5743, 0.3477, 2.6519)
C (-3.3520, 1.5244, 3.4138)
C (-3.1101, 1.4937, 4.7795)
C (-3.0478, 0.2902, 5.4445)
C (-3.3198, -0.9178, 4.7881)
C (-3.2930, -2.1469, 5.5138)
C (-3.5105, -3.3224, 4.8108)
C (-3.8821, -3.2157, 3.4454)
C (-4.0605, -2.0782, 2.7544)
C (-3.6678, -0.8872, 3.4126)
H (-5.6615, 1.9111, 1.3880)
H (-5.6338, 1.5434, -0.3591)
H (-4.8331, 3.0374, 0.2896)
H (-2.2937, -1.8809, 0.1911)
H (-1.6721, -2.8624, -1.9948)
H (-2.3402, -1.7882, -4.0600)
H (-3.6297, 0.2428, -4.1753)
H (-4.2681, 1.2715, -1.9479)
H (-3.3267, 2.4952, 2.9219)
H (-2.9715, 2.4376, 5.2864)
H (-2.6955, 0.3689, 6.4743)
H (-2.9284, -2.1143, 6.5166)
H (-3.4066, -4.3101, 5.2473)
H (-4.2137, -4.1777, 3.0401)
H (-4.3928, -2.0684, 1.7468)
Br (-0.8784, -7.1425, 3.4154)
C (-0.5059, -5.7315, 2.1767)
C (-0.6814, -4.4083, 2.6155)
C (-0.6977, -3.4118, 1.6324)
N (-0.3447, -3.6410, 0.3349)
C (-0.0472, -4.9068, 0.0249)
C (-0.1387, -5.9589, 0.8811)
H (-1.0220, -4.1496, 3.6093)
H (-0.8550, -2.4201, 1.9031)
H (0.3667, -5.0986, -0.9737)
H (0.1642, -6.9367, 0.5444)

- charge = +1
- spin multiplicity = 8
- E_HOMO (spin up / spin down) (eV) = -9.21 / -9.28

Löwdin population analysis, charges in e, atoms 1 to 2: number 1, Eu, carries 1.47; number 2, C, carries -0.06


(3)
Formula: C31H22IrN4O5PS
Source: the Open Molecules 2025 dataset
Level of theory: the ωB97M-V functional and the def2-TZVPD basis

Element x y z (Å)
Ir (0.0780, 0.2282, -0.0425)
O (-3.0387, -0.0405, 1.9794)
S (-1.8206, 0.2582, 2.6988)
O (-1.6827, -0.2874, 4.0065)
O (-0.5880, -0.0213, 1.8821)
C (-1.7860, 2.0258, 2.8060)
C (-2.4326, 2.5949, 3.8979)
C (-2.5808, 3.9664, 3.9852)
C (-2.0905, 4.7805, 2.9739)
C (-1.4344, 4.2189, 1.8958)
C (-1.2594, 2.8315, 1.7963)
P (-0.2893, 2.3733, 0.3265)
C (1.2678, 3.2885, 0.5195)
C (1.6250, 3.8056, 1.7626)
C (2.8623, 4.4077, 1.9418)
C (3.7560, 4.4961, 0.8895)
C (3.4219, 3.9567, -0.3455)
C (2.1954, 3.3461, -0.5235)
C (-1.2864, 3.0436, -1.0410)
C (-2.6716, 3.1138, -0.8932)
C (-3.4723, 3.5130, -1.9548)
C (-2.9016, 3.8444, -3.1735)
C (-1.5249, 3.7648, -3.3355)
C (-0.7237, 3.3588, -2.2808)
H (-2.8099, 1.9412, 4.6731)
H (-3.0843, 4.4023, 4.8376)
H (-2.2065, 5.8544, 3.0299)
H (-1.0347, 4.8686, 1.1262)
H (0.9597, 3.7209, 2.6092)
H (3.1277, 4.7950, 2.9161)
H (4.7203, 4.9647, 1.0337)
H (4.1276, 3.9956, -1.1648)
H (1.9894, 2.8803, -1.4748)
H (-3.1354, 2.8485, 0.0484)
H (-4.5445, 3.5706, -1.8210)
H (-3.5266, 4.1708, -3.9946)
H (-1.0722, 4.0229, -4.2842)
H (0.3417, 3.3052, -2.4355)
C (2.6252, 0.5185, -3.5284)
C (2.1720, 0.4119, -2.2046)
N (0.8820, 0.3299, -1.9202)
C (-0.0264, 0.3104, -2.9321)
C (0.3428, 0.4318, -4.2687)
C (1.7195, 0.5467, -4.5531)
C (-0.6761, 0.4239, -5.2785)
C (-1.9737, 0.2644, -4.9454)
C (-2.3678, 0.0873, -3.5756)
C (-3.6993, -0.1619, -3.1836)
C (-3.9740, -0.3750, -1.8635)
C (-2.9413, -0.3037, -0.9138)
N (-1.6903, -0.0363, -1.2520)
C (-1.4032, 0.1290, -2.5751)
H (3.6884, 0.5871, -3.7086)
H (2.8563, 0.4133, -1.3657)
H (2.0467, 0.6494, -5.5803)
H (-0.3781, 0.5315, -6.3134)
H (-2.7402, 0.2431, -5.7093)
H (-4.4805, -0.1989, -3.9327)
H (-4.9761, -0.5923, -1.5221)
H (-3.1370, -0.4353, 0.1418)
O (-0.8258, -3.4644, -1.7376)
N (-0.2438, -3.1173, -0.7801)
O (0.4407, -2.1652, -0.5362)
N (2.9319, 0.3224, 1.2475)
C (1.8599, 0.3377, 0.8203)

- relative energy (zero: lowest compared OMol25 entry of this formula, charge and spin) (eV) = 0.473
- charge = +1
- spin multiplicity = 2
- E_HOMO (spin up / spin down) (eV) = -12.13 / -12.13

Löwdin population analysis, charges in e, atoms 1 to 2: number 1, Ir, carries 1.16; number 2, O, carries -0.31


(4)
Formula: C36H64BrF4NO2PS
Source: the Open Molecules 2025 dataset
Level of theory: the ωB97M-V functional and the def2-TZVPD basis

Element x y z (Å)
C (1.9320, -1.1819, -1.0737)
C (1.3838, -1.2531, 0.1858)
C (0.0552, -2.0019, 0.5422)
C (-1.1862, -1.5759, -0.2904)
C (-1.9062, -0.3394, 0.0321)
C (-1.3933, 0.5623, 1.1920)
O (-1.4844, 0.1283, 2.3068)
O (-0.8883, 1.8348, 1.0383)
C (0.2639, 1.8750, 0.1602)
C (0.1489, 3.1302, -0.8255)
C (0.7604, 2.7230, -2.2300)
C (-0.1899, 1.7130, -3.0330)
C (2.2682, 2.2533, -2.1544)
C (-3.1166, -0.0277, -0.7887)
P (-4.0152, 1.5409, -0.2769)
S (-5.5094, 1.2160, 0.9397)
C (-3.5528, -0.9034, -1.8910)
C (-4.7804, -0.6033, -2.7915)
F (-4.4938, -0.6829, -4.1508)
F (-5.3626, 0.6284, -2.6448)
C (-5.9326, -1.6709, -2.4144)
F (-6.4743, -2.1795, -3.5789)
F (-6.8590, -1.1380, -1.5653)
N (-2.8152, -2.0635, -2.1135)
Br (-3.2704, -3.3399, -3.4327)
C (-1.6854, -2.4039, -1.3856)
C (-0.8990, -3.7097, -1.7057)
C (0.0653, -3.7300, -2.7188)
H (1.3221, -0.8394, -1.9475)
H (3.0181, -1.4201, -1.1803)
H (1.9432, -0.7797, 1.0403)
H (0.2579, -3.1068, 0.5252)
H (-0.1823, -1.7657, 1.6207)
H (0.3470, 0.9765, -0.5013)
H (1.2308, 2.0087, 0.7149)
H (0.7330, 3.9880, -0.3844)
H (-0.9273, 3.4502, -0.9372)
H (0.7559, 3.6717, -2.8433)
H (-0.8062, 2.2913, -3.7717)
H (0.4511, 0.9953, -3.6074)
H (-0.8244, 1.1714, -2.2831)
H (2.6117, 1.9263, -1.1401)
H (2.4379, 1.4012, -2.8643)
H (2.9548, 3.0897, -2.4678)
H (-3.0933, 2.3690, 0.4457)
H (-4.4158, 2.3360, -1.4019)
H (-5.4519, -2.5457, -1.8885)
H (-1.1012, -4.6285, -1.0997)
H (-0.0075, -4.4189, -3.6006)
H (0.9667, -3.0715, -2.6273)
C (5.4812, 3.3151, 0.1209)
C (6.8068, 3.4225, -0.6231)
C (7.6256, 4.6485, -0.2168)
C (6.9616, 5.9959, -0.5113)
C (6.5926, 6.2255, -1.9777)
C (7.8014, 6.2349, -2.9055)
H (4.8326, 4.1695, -0.0832)
H (4.9468, 2.4131, -0.1894)
H (5.6454, 3.2566, 1.1998)
H (6.6243, 3.4246, -1.7020)
H (7.3986, 2.5256, -0.4149)
H (8.5984, 4.6017, -0.7152)
H (7.8385, 4.5938, 0.8565)
H (7.6382, 6.7933, -0.1863)
H (6.0596, 6.1021, 0.0995)
H (6.0816, 7.1900, -2.0605)
H (5.8764, 5.4704, -2.3155)
H (8.5064, 7.0181, -2.6168)
H (7.4881, 6.4259, -3.9344)
H (8.3278, 5.2781, -2.8953)
C (-8.5920, -0.5711, 0.8790)
C (-8.7162, -0.2376, 2.3606)
C (-8.9437, -1.4702, 3.2370)
C (-10.2384, -2.2358, 2.9530)
C (-11.5177, -1.4080, 3.0821)
C (-11.7445, -0.8716, 4.4903)
H (-9.5029, -1.0306, 0.4906)
H (-8.4090, 0.3375, 0.3015)
H (-7.7588, -1.2556, 0.7048)
H (-9.5195, 0.4900, 2.5078)
H (-7.7941, 0.2546, 2.6872)
H (-8.9215, -1.1633, 4.2871)
H (-8.0990, -2.1572, 3.1100)
H (-10.2950, -3.0869, 3.6403)
H (-10.1975, -2.6660, 1.9473)
H (-12.3690, -2.0389, 2.8076)
H (-11.5107, -0.5781, 2.3699)
H (-11.8072, -1.6897, 5.2122)
H (-12.6801, -0.3097, 4.5356)
H (-10.9426, -0.1990, 4.8021)
C (8.2264, -4.0211, 0.6508)
C (7.3415, -4.3523, 1.8466)
C (5.9454, -4.8322, 1.4466)
C (5.1061, -3.8094, 0.6774)
C (4.8831, -2.4821, 1.4037)
C (4.1135, -2.6368, 2.7097)
H (7.8096, -3.2097, 0.0510)
H (9.2156, -3.7057, 0.9883)
H (8.3524, -4.8953, 0.0072)
H (7.2726, -3.4816, 2.5057)
H (7.8244, -5.1407, 2.4313)
H (5.4091, -5.1437, 2.3483)
H (6.0422, -5.7338, 0.8320)
H (4.1316, -4.2596, 0.4525)
H (5.5724, -3.6063, -0.2918)
H (4.3190, -1.8139, 0.7428)
H (5.8375, -1.9856, 1.5966)
H (3.1316, -3.0850, 2.5319)
H (3.9591, -1.6609, 3.1772)
H (4.6512, -3.2612, 3.4254)

- charge = +1
- spin multiplicity = 1
- E_HOMO (eV) = -11.46

Löwdin population analysis, charges in e, atoms 1 to 2: number 1, C, carries -0.01; number 2, C, carries -0.14


(5)
Formula: C5H9MgNaO4
Source: the Open Molecules 2025 dataset
Level of theory: the ωB97M-V functional and the def2-TZVPD basis

Element x y z (Å)
O (-2.4349, 0.6131, 1.2826)
C (-2.6142, -0.4895, 0.6162)
C (-1.6944, -1.1078, -0.2010)
O (-0.5502, -0.2751, -0.4016)
C (0.7163, -0.7981, -0.0866)
C (1.6989, 0.3494, -0.1092)
O (1.2208, 1.3482, 0.7787)
C (2.0813, 2.4623, 0.8998)
Na (-0.9298, 1.5736, 0.9166)
H (-3.6222, -0.9520, 0.6623)
H (1.0379, -1.5631, -0.8148)
H (0.7006, -1.2530, 0.9193)
H (1.7833, 0.7706, -1.1254)
H (2.6948, 0.0000, 0.2083)
H (1.6521, 3.1344, 1.6514)
H (3.0833, 2.1414, 1.2243)
H (2.1652, 2.9954, -0.0608)
Mg (-2.0319, -3.1098, -0.7257)
O (-2.4485, -3.3432, -2.5341)
H (-2.5082, -2.4968, -3.1002)

- relative energy (zero: lowest compared OMol25 entry of this formula, charge and spin) (eV) = 1.352
- spin multiplicity = 1
- E_HOMO (eV) = -6.28

Löwdin population analysis, charges in e, atoms 1 to 2: number 1, O, carries -0.25; number 2, C, carries -0.41


> Which value of spin multiplicity does entry 1 give?

1


> spin multiplicity of number 4 (C36H64BrF4NO2PS)?

1


> spin multiplicity of number 5 (C5H9MgNaO4)?

1